No. 1
Entry from the OMol25 dataset: 2 unconnected molecules or ions with the total composition C10H12NO4S at a distorted geometry (the ωB97M-V functional and the def2-TZVPD basis).

Summary:
- Net charge: -1
- Kohn-Sham gap: 3.86 eV
- Highest occupied orbital energy: -2.24 eV
- LUMO level: 1.62 eV
- Relative energy (zero: lowest compared OMol25 entry of this formula, charge and spin): 0.0 kJ/mol

The geometry in XYZ format:
```
28
Properties=species:S:1:pos:R:3:forces:R:3:mulliken_charge:R:1
C -2.758 2.390 -2.758 0.0 -0.1 0.1 -1.1177
C -1.290 2.476 -2.277 -0.2 -0.3 -0.4 -0.4366
C -0.865 1.229 -1.579 0.0 0.3 0.2 0.2889
C -1.423 0.597 -0.547 0.3 0.1 -0.2 0.7183
N -2.495 0.996 0.254 0.6 0.2 0.2 -0.4745
C -2.367 1.884 1.075 -0.5 -0.3 -0.5 0.5969
S -2.285 3.049 2.084 0.0 0.3 0.4 -0.3977
C -0.820 -0.759 -0.497 -1.4 -1.1 -0.4 0.5058
O -1.413 -1.737 -0.160 0.7 0.1 0.5 -0.5017
O 0.310 -0.775 -1.267 0.1 0.4 -0.1 -0.3177
C 0.382 0.472 -1.884 0.4 0.2 0.8 -0.0520
O 1.376 0.881 -2.390 -0.2 -0.2 -0.6 -0.5248
H -3.424 2.995 -2.147 0.0 0.0 0.0 0.2573
H -3.122 1.364 -2.718 0.0 0.0 0.0 0.3654
H -2.844 2.717 -3.792 0.0 0.1 0.0 0.3732
H -0.661 2.567 -3.161 0.3 0.3 0.2 0.3015
H -1.163 3.344 -1.630 0.2 0.1 -0.1 0.3817
C 1.109 -2.449 2.533 -0.2 -0.1 -0.5 -1.2039
C 2.255 -1.464 2.190 0.2 -0.3 0.8 1.1006
C 3.444 -2.284 1.634 -0.1 -0.1 -0.4 -1.3911
O 2.609 -0.752 3.270 -0.1 0.3 -0.3 -0.9499
H 1.421 -3.135 3.326 0.1 0.1 0.0 0.4121
H 0.238 -1.892 2.888 0.1 0.0 0.1 0.2219
H 0.793 -3.047 1.663 0.0 0.0 0.0 0.2430
H 1.875 -0.862 1.305 0.0 0.1 0.1 -0.3555
H 3.805 -2.964 2.411 0.0 0.1 0.1 0.3328
H 4.254 -1.606 1.352 0.0 0.0 0.1 0.3211
H 3.176 -2.879 0.747 0.0 0.0 0.0 0.3028
```
Positions in Å, forces in eV/Å.


No. 2
Entry from the OMol25 dataset: a single C10H12O2 molecule at a distorted geometry (the ωB97M-V functional and the def2-TZVPD basis).

Summary:
- Kohn-Sham gap: 9.70 eV
- Highest occupied orbital energy: -8.89 eV
- LUMO level: 0.80 eV
- Relative energy (zero: lowest compared OMol25 entry of this formula, charge and spin): 137.0 kJ/mol
- Structure (SMILES): CCc1cccc(OC(C)=O)c1

The geometry in XYZ format:
```
24
Properties=species:S:1:pos:R:3:forces:R:3:mulliken_charge:R:1
C 4.364 0.081 -0.820 0.9 0.2 -1.4 -1.4446
C 3.103 0.749 -0.442 -0.8 3.4 1.2 -0.3207
C 1.815 0.099 -0.030 1.6 -1.6 -1.5 0.7516
C 1.929 -1.268 0.171 -1.1 -2.7 1.5 -0.6400
C 0.752 -1.997 0.542 -0.4 0.6 -0.3 -0.5188
C -0.550 -1.385 0.454 0.3 -0.1 0.1 -0.5496
C -0.617 -0.055 -0.007 3.3 -0.3 0.4 0.5970
O -1.657 0.675 -0.466 -0.8 0.2 0.3 -0.2722
C -2.890 0.519 0.028 -5.4 -0.2 -0.8 0.5957
C -3.390 1.471 1.185 -0.3 -0.6 -0.9 -0.8485
O -3.729 -0.195 -0.527 2.4 1.0 1.1 -0.5187
C 0.580 0.692 -0.147 -0.7 -3.1 0.9 -0.7829
H 5.048 0.932 -1.084 -0.3 -0.9 0.3 0.3524
H 4.689 -0.348 0.103 1.0 -1.1 0.1 0.3994
H 4.351 -0.570 -1.725 -0.1 0.0 1.0 0.3373
H 2.877 1.492 -1.199 -0.3 0.3 -0.2 0.3743
H 3.467 1.361 0.436 -0.7 -0.1 -0.6 0.2346
H 2.919 -1.861 0.160 -1.7 1.4 0.0 0.1865
H 0.814 -3.069 0.863 -0.1 1.2 -0.4 0.3088
H -1.479 -1.911 0.759 0.8 0.2 -0.5 0.3746
H -2.479 1.612 1.742 -0.1 0.7 0.9 0.3113
H -3.921 2.435 0.895 1.4 -1.1 -0.3 0.2590
H -4.225 0.973 1.729 1.1 -0.1 -0.2 0.2914
H 0.447 1.682 -0.342 0.0 2.7 -0.8 0.5219
```
Positions in Å, forces in eV/Å.


No. 3
Entry from the OMol25 dataset: a molecular structure, C10H12O2S at a distorted geometry (the ωB97M-V functional and the def2-TZVPD basis).

Summary:
- Kohn-Sham gap: 10.14 eV
- Highest occupied orbital energy: -9.46 eV
- LUMO level: 0.67 eV
- Relative energy (zero: lowest compared OMol25 entry of this formula, charge and spin): 305.8 kJ/mol

The geometry in XYZ format:
```
25
Properties=species:S:1:pos:R:3:forces:R:3:mulliken_charge:R:1
C 0.037 -2.723 -2.102 -0.3 -1.0 0.1 -0.2988
C -0.964 -2.621 -1.189 -2.8 -0.1 0.7 -0.4801
C 1.176 -1.969 -1.920 -0.2 1.7 -0.4 -0.7231
C -0.946 -1.597 -0.213 0.9 -0.8 -2.1 -0.3440
C 1.230 -0.889 -1.042 -0.8 0.2 0.5 -0.3318
C 0.084 -0.719 -0.226 3.3 1.7 0.5 -0.3976
C -1.267 1.247 0.692 -1.6 -1.4 -0.5 -1.1149
C -0.739 2.655 0.860 0.3 0.0 -0.1 -0.6703
C 0.114 0.527 0.665 0.2 -1.1 1.7 1.4958
C 0.799 0.235 2.178 -1.3 -1.0 -2.6 -1.1810
O 0.611 2.205 -1.399 -0.5 -0.3 -0.8 -0.6040
O 2.015 2.632 0.508 0.7 -0.1 1.1 -0.6685
S 0.784 2.114 0.018 -1.0 0.6 -0.5 1.0038
H -0.136 -3.355 -2.989 0.6 0.2 0.6 0.3543
H -1.908 -3.229 -1.349 1.2 0.8 0.4 0.2845
H 1.806 -2.042 -2.741 1.9 0.0 -1.0 0.3657
H -1.774 -1.207 0.257 -2.2 -0.3 1.4 0.4967
H 1.960 -0.024 -1.004 -0.4 -1.8 -0.4 0.2493
H -2.004 0.965 1.534 1.2 0.2 -1.4 0.3320
H -1.698 0.994 -0.363 0.3 0.9 2.0 0.4303
H -1.312 3.529 0.554 0.3 -0.2 -0.4 0.4392
H -0.480 2.732 1.902 0.3 0.4 0.5 0.3350
H 1.440 1.075 2.451 0.5 -0.6 -0.1 0.3435
H 1.257 -0.851 2.103 -0.8 2.6 0.6 0.3522
H -0.086 0.316 2.816 0.3 -0.6 0.3 0.3319
```
Positions in Å, forces in eV/Å.


No. 4
Entry from the OMol25 dataset: 2 unconnected molecules or ions with the total composition C10H12OS at a distorted geometry (the ωB97M-V functional and the def2-TZVPD basis).

Summary:
- Kohn-Sham gap: 9.04 eV
- Highest occupied orbital energy: -8.34 eV
- LUMO level: 0.70 eV
- Relative energy (zero: lowest compared OMol25 entry of this formula, charge and spin): 346.3 kJ/mol

The geometry in XYZ format:
```
24
Properties=species:S:1:pos:R:3:forces:R:3:mulliken_charge:R:1
C 2.665 1.879 1.144 0.6 0.2 1.0 -0.5218
C 1.943 2.348 2.227 1.3 0.3 -2.0 -0.5917
C 2.268 0.772 0.468 0.1 -0.6 -3.0 -0.1158
C 0.779 1.776 2.532 -2.9 -0.8 2.8 -0.4797
C 1.084 0.234 0.807 -2.7 -4.0 -1.6 -0.0909
C 0.321 0.638 1.871 0.5 -0.6 -0.7 0.6541
C 0.238 -1.460 -0.403 3.2 4.8 -0.2 -0.8096
C -0.580 -1.113 -1.547 1.7 -0.1 1.5 1.1189
C -1.631 -2.073 -1.905 -2.2 0.0 -0.1 -1.3247
C -0.791 0.332 -1.811 0.9 2.6 -2.2 -1.1148
O -0.785 -0.108 2.196 0.6 0.7 -0.2 -0.4871
S 1.279 -1.663 -1.903 -1.7 0.4 0.8 -0.2402
H 3.595 2.302 0.932 1.3 0.9 -0.5 0.3981
H 2.245 3.242 2.679 0.5 1.0 0.9 0.4212
H 2.701 0.456 -0.531 -0.1 0.2 1.4 0.1984
H 0.269 2.159 3.456 0.1 -0.4 -1.0 0.1793
H 0.161 -2.271 0.199 -0.5 -2.2 1.8 0.6201
H -1.724 -2.155 -2.992 -0.7 0.5 0.1 0.3146
H -2.597 -1.832 -1.321 1.2 0.1 -1.4 0.3032
H -1.482 -3.084 -1.620 0.9 -0.9 0.6 0.4149
H 0.026 1.020 -1.308 -1.8 -1.6 -1.0 0.2355
H -1.824 0.760 -1.651 1.0 -0.8 0.4 0.3106
H -0.652 0.445 -2.955 -0.2 0.1 1.7 0.3178
H -1.163 0.422 2.883 -1.0 0.0 0.9 0.2897
```
Positions in Å, forces in eV/Å.


No. 5
Entry from the OMol25 dataset: a single C10H12Si molecule at a distorted geometry (the ωB97M-V functional and the def2-TZVPD basis).

Summary:
- Kohn-Sham gap: 8.33 eV
- Highest occupied orbital energy: -7.81 eV
- LUMO level: 0.52 eV
- Relative energy (zero: lowest compared OMol25 entry of this formula, charge and spin): 200.7 kJ/mol

The geometry in XYZ format:
```
23
Properties=species:S:1:pos:R:3:forces:R:3:mulliken_charge:R:1
C -3.495 0.834 -0.029 3.6 -3.1 0.6 -0.8916
C -3.275 -0.572 0.063 -3.5 -0.7 0.0 -0.2758
C -2.382 1.644 0.029 1.2 -1.9 0.1 -0.5048
C -2.050 -1.215 0.153 -0.9 4.8 -0.2 -1.0206
C -1.080 1.125 0.149 -1.0 -2.3 -0.3 0.4940
C -0.993 -0.294 0.203 1.7 -2.0 1.1 0.9009
C 0.190 1.854 0.156 -1.2 2.5 0.2 -0.7315
C 1.341 1.250 0.137 0.0 -3.9 1.1 0.3558
C 2.648 1.842 0.216 1.9 0.6 -0.1 -1.1866
C 1.012 -2.661 -0.567 3.1 2.1 -1.1 -1.0238
Si 0.633 -1.245 0.629 -0.4 3.8 -1.3 0.3412
H -4.458 1.163 -0.036 -2.4 1.1 -0.2 0.5075
H -4.245 -1.182 0.144 1.5 0.7 -0.3 0.1901
H -2.465 2.653 0.035 -0.5 3.1 -0.1 0.4845
H -1.946 -2.239 0.263 0.2 -1.8 0.1 0.4521
H 0.166 3.008 0.187 -0.1 -1.7 -0.1 0.1326
H 2.559 2.943 0.255 0.3 -0.3 -0.2 0.3395
H 3.258 1.509 -0.637 -0.1 0.5 -0.1 0.2781
H 3.299 1.536 1.059 -0.7 0.0 0.0 0.2565
H 2.087 -2.885 -0.256 -0.8 0.5 -0.6 0.2715
H 0.681 -3.662 -0.614 -1.4 -0.8 0.2 0.4443
H 1.101 -2.205 -1.652 -0.3 -0.9 2.2 0.2852
H 0.979 -1.414 2.094 -0.2 -0.2 -0.7 -0.0992
```
Positions in Å, forces in eV/Å.


No. 6
Entry from the OMol25 dataset: a single C10H12Si molecule at a distorted geometry (the ωB97M-V functional and the def2-TZVPD basis).

Summary:
- Kohn-Sham gap: 9.00 eV
- Highest occupied orbital energy: -8.29 eV
- LUMO level: 0.71 eV
- Relative energy (zero: lowest compared OMol25 entry of this formula, charge and spin): 21.0 kJ/mol
- Structure (SMILES): C[SiH2]C1=Cc2ccccc2C1

The geometry in XYZ format:
```
23
Properties=species:S:1:pos:R:3:forces:R:3:mulliken_charge:R:1
C 3.755 0.519 -0.962 0.2 0.9 -0.3 -0.8876
Si 2.948 -0.021 0.655 -0.4 -4.4 -2.1 0.2490
C 1.118 -0.095 0.278 -0.8 1.3 -0.2 0.1010
C 0.311 1.019 0.211 1.0 -1.4 0.4 -0.6443
C -1.077 0.636 0.032 0.2 -0.8 1.4 0.7198
C -2.196 1.433 0.041 -1.8 0.2 -1.2 -0.6557
C -3.441 0.812 0.032 -1.0 -0.9 -0.7 -0.2668
C -3.548 -0.573 0.148 1.8 1.0 -0.9 -0.6146
C -2.410 -1.366 0.093 -0.9 -2.9 0.6 -0.3173
C -1.163 -0.790 0.116 0.4 1.3 -1.5 0.0985
C 0.252 -1.320 0.095 -0.4 -1.4 2.7 -0.4851
H 3.219 1.520 -0.898 0.5 -0.8 -0.9 0.2300
H 4.848 0.766 -1.130 -1.2 -0.5 0.6 0.3356
H 3.386 -0.081 -1.838 0.2 0.7 0.9 0.2774
H 3.239 -1.487 1.251 0.0 1.5 -0.7 -0.1367
H 3.108 0.839 1.669 0.7 2.4 2.4 -0.1606
H 0.578 2.026 0.504 0.3 0.1 -0.4 0.4094
H -2.276 2.467 -0.265 0.9 0.3 0.5 0.3174
H -4.372 1.268 -0.362 0.8 0.4 0.9 0.2823
H -4.444 -1.053 -0.061 -1.8 -0.6 0.1 0.3752
H -2.661 -2.520 0.046 1.2 2.3 0.1 0.2276
H 0.275 -2.003 1.053 0.5 1.1 -1.5 0.2337
H 0.551 -1.996 -0.708 -0.2 0.2 -0.2 0.3117
```
Positions in Å, forces in eV/Å.


- Which of these has the lowest relative energy (zero: lowest compared OMol25 entry of this formula, charge and spin)?
  C10H12NO4S